(1)
Computed, not measured: a molecular structure, C42H68CuGeN5O3P2Si, with ωB97M-V/def2-TZVPD.

## Properties
Total charge: -2
Maximum force in eV/Å: 0.539
HOMO energy in eV: -1.42
Frontier orbital gap in eV: 5.55

```
123
C42H68CuGeN5O3P2Si (ωB97M-V/def2-TZVPD)
Cu -0.04 0.98 -0.40
C 3.25 4.51 0.93
N 2.38 4.14 2.04
C 2.58 5.05 3.15
P 0.73 4.00 1.51
O 0.77 2.90 0.50
O 0.18 5.35 1.20
P -0.87 3.14 -2.51
O -1.20 1.75 -1.90
N -2.05 3.15 -3.85
C -3.39 3.38 -3.37
C -1.77 3.99 -5.00
N 0.51 2.93 -3.55
C 1.73 3.62 -3.22
C 0.65 1.75 -4.35
N 0.02 3.48 2.97
C 0.35 2.11 3.35
C -1.42 3.71 3.04
H 4.30 4.38 1.22
H 3.10 5.55 0.62
H 3.03 3.87 0.07
H 3.61 4.95 3.52
H 1.90 4.79 3.96
H 2.41 6.10 2.87
H -3.54 2.85 -2.43
H -4.14 3.02 -4.09
H -3.59 4.46 -3.19
H -0.71 3.93 -5.26
H -2.02 5.05 -4.82
H -2.36 3.66 -5.86
H 1.51 4.40 -2.48
H 2.18 4.09 -4.10
H 2.48 2.95 -2.78
H -0.28 1.18 -4.32
H 1.46 1.10 -3.99
H 0.87 1.99 -5.41
H 1.43 1.96 3.29
H -0.14 1.36 2.72
H 0.05 1.94 4.39
H -1.63 4.73 2.72
H -1.75 3.59 4.08
H -1.99 3.02 2.42
C -0.94 -1.16 0.12
Ge 0.35 -2.27 0.96
C 1.69 -2.91 -0.37
C 1.38 -2.91 -1.73
C 2.25 -3.45 -2.67
C 3.46 -3.99 -2.27
C 3.78 -4.02 -0.91
C 2.90 -3.49 0.02
C 1.34 -1.47 2.48
C 2.69 -1.12 2.43
C 3.35 -0.58 3.52
C 2.67 -0.38 4.72
C 1.33 -0.70 4.79
C 0.68 -1.23 3.69
C -0.11 -4.07 1.74
C -0.61 -4.27 3.03
C -0.88 -5.54 3.53
C -0.65 -6.66 2.75
C -0.15 -6.50 1.47
C 0.12 -5.23 0.98
H -0.68 -1.22 -0.95
H 0.44 -2.50 -2.07
H 1.99 -3.43 -3.72
H 4.15 -4.40 -3.00
H 4.72 -4.46 -0.58
H 3.15 -3.55 1.07
H 3.24 -1.24 1.50
H 4.39 -0.30 3.44
H 3.18 0.06 5.57
H 0.77 -0.52 5.71
H -0.39 -1.43 3.77
H -0.80 -3.42 3.67
H -1.27 -5.64 4.53
H -0.87 -7.65 3.14
H 0.04 -7.36 0.84
H 0.52 -5.14 -0.03
C -3.02 -2.28 2.04
Si -2.70 -1.54 0.30
C -3.89 -0.03 0.18
C -3.24 1.15 0.91
C -5.26 -0.28 0.84
C -4.14 0.40 -1.27
C -3.23 -2.87 -1.01
C -2.87 -2.37 -2.44
C -2.42 -4.15 -0.74
C -4.71 -3.25 -0.96
H -3.32 -3.33 2.02
H -2.10 -2.22 2.63
H -3.78 -1.73 2.58
H -2.97 0.88 1.94
H -3.93 2.00 0.96
H -2.34 1.48 0.40
H -5.18 -0.36 1.92
H -5.76 -1.18 0.48
H -5.92 0.57 0.63
H -3.21 0.70 -1.77
H -4.82 1.27 -1.27
H -4.63 -0.38 -1.86
H -2.26 -3.12 -2.97
H -2.30 -1.44 -2.45
H -3.76 -2.21 -3.04
H -1.35 -3.97 -0.87
H -2.72 -4.94 -1.46
H -2.57 -4.54 0.27
H -5.36 -2.42 -1.25
H -5.01 -3.58 0.04
H -4.92 -4.08 -1.65
C 5.92 1.86 -1.96
C 4.59 1.37 -1.46
C 3.71 0.68 -2.27
C 2.49 0.25 -1.76
N 2.10 0.48 -0.50
C 2.94 1.17 0.27
C 4.18 1.61 -0.15
H 5.96 1.82 -3.05
H 6.73 1.24 -1.56
H 6.10 2.89 -1.64
H 3.95 0.48 -3.31
H 1.80 -0.30 -2.38
H 2.59 1.39 1.27
H 4.81 2.17 0.54
```

***

(2)
Computed, not measured: a gas-phase ion, C10H22NOSi (charge +1), with ωB97M-V/def2-TZVPD.

## Properties
Total charge: +1
Maximum force in eV/Å: 5.863
HOMO energy in eV: -13.15
Frontier orbital gap in eV: 10.60
SMILES: [SiH3][C@@]1([NH+]2CCCCC2)CCCCO1

```
35
C10H22NOSi (ωB97M-V/def2-TZVPD)
Si 1.41 -1.44 -1.73
C 0.50 0.36 -0.60
N -0.59 -0.38 0.31
C -0.02 -1.24 1.49
C -1.12 -2.20 1.85
C -2.34 -1.44 2.36
C -2.90 -0.42 1.32
C -1.69 0.46 0.91
C 1.50 1.10 0.20
C 2.47 1.69 -0.84
C 1.75 2.47 -1.91
C 0.50 1.80 -2.43
O -0.25 1.15 -1.39
H 2.33 -2.08 -0.84
H 2.11 -1.05 -3.03
H 0.52 -2.53 -2.17
H -1.10 -1.11 -0.15
H 0.20 -0.70 2.36
H 0.87 -1.71 1.03
H -0.67 -2.79 2.64
H -1.53 -2.85 0.93
H -3.17 -2.20 2.40
H -2.06 -0.91 3.40
H -3.20 -1.02 0.47
H -3.71 0.06 1.72
H -2.14 1.15 0.20
H -1.35 0.90 1.74
H 2.12 0.43 0.77
H 1.13 1.90 0.88
H 2.85 0.71 -1.36
H 3.24 2.26 -0.43
H 1.35 3.35 -1.51
H 2.43 2.68 -2.71
H -0.14 2.62 -2.63
H 0.70 0.99 -3.26
```

***

(3)
Computed, not measured: 4 unconnected molecules or ions with the total composition C37H39F24IN2O6, with ωB97M-V/def2-TZVPD.

## Properties
Maximum force in eV/Å: 2.431
HOMO energy in eV: -8.46
Frontier orbital gap in eV: 8.94
SMILES: CC[C@@H](I)[C@](CCC(=O)Nc1ccccc1)(Cc1cccc(C)c1)OC(N)=O.FC(F)C(F)(F)COC(F)(F)C(F)F.FC(F)C(F)(F)COC(F)(F)C(F)F.FC(F)C(F)(F)COC(F)(F)C(F)F

```
109
C37H39F24IN2O6 (ωB97M-V/def2-TZVPD)
C -4.32 0.65 0.93
C -3.41 -0.53 1.31
C -1.92 -0.18 1.06
I -1.25 1.37 2.40
C -1.02 -1.46 1.10
C -1.27 -2.13 2.48
C -0.09 -2.96 3.03
C -0.42 -3.30 4.51
O -1.54 -3.23 4.95
N 0.68 -3.70 5.43
C 0.69 -2.72 6.49
C 0.08 -3.03 7.69
C 0.06 -2.07 8.67
C 0.64 -0.85 8.49
C 1.26 -0.56 7.30
C 1.27 -1.49 6.29
C 0.47 -1.08 0.87
C 0.71 -0.02 -0.19
C 1.54 1.02 0.14
C 1.83 2.05 -0.74
C 1.26 2.03 -1.99
C 0.44 0.98 -2.33
C -0.21 0.96 -3.72
C 0.16 -0.05 -1.47
O -1.47 -2.24 -0.04
C -0.97 -3.50 -0.11
N 0.22 -3.76 -0.90
O -1.53 -4.44 0.44
H -4.30 1.44 1.69
H -4.06 1.04 -0.06
H -5.34 0.27 0.85
H -3.59 -0.87 2.33
H -3.63 -1.31 0.57
H -1.91 0.26 0.07
H -1.58 -1.43 3.26
H -2.12 -2.82 2.35
H 0.86 -2.44 3.04
H -0.06 -3.92 2.51
H 0.48 -4.60 5.86
H -0.35 -4.02 7.80
H -0.44 -2.31 9.61
H 0.62 -0.10 9.28
H 1.70 0.43 7.18
H 1.75 -1.28 5.33
H 0.81 -0.66 1.82
H 1.10 -1.96 0.71
H 1.98 1.06 1.13
H 2.47 2.85 -0.38
H 1.48 2.85 -2.68
H -0.89 1.82 -3.75
H 0.53 1.00 -4.52
H -0.86 0.09 -3.78
H -0.46 -0.90 -1.72
H 0.93 -4.03 -0.24
H 0.01 -4.51 -1.55
F 3.94 4.70 -4.14
C 2.80 5.40 -4.30
F 1.87 4.79 -3.52
C 2.32 5.41 -5.75
F 2.01 4.16 -6.15
F 1.15 6.12 -5.76
C 3.23 6.07 -6.80
O 4.06 5.22 -7.59
C 5.31 4.82 -7.14
F 5.65 5.49 -6.03
F 6.20 5.18 -8.09
C 5.40 3.30 -6.96
F 4.48 2.86 -6.08
F 6.62 2.97 -6.49
H 2.95 6.41 -3.92
H 2.55 6.51 -7.53
H 3.80 6.90 -6.39
H 5.23 2.79 -7.91
F 5.46 -3.53 2.16
C 4.34 -3.71 1.43
F 3.80 -2.48 1.22
C 3.32 -4.60 2.14
F 2.87 -4.01 3.26
F 2.22 -4.68 1.32
C 3.75 -6.05 2.44
O 4.20 -6.34 3.76
C 5.53 -6.16 4.11
F 6.28 -5.88 3.03
F 5.97 -7.34 4.59
C 5.69 -5.11 5.22
F 5.19 -3.91 4.83
F 7.00 -4.93 5.50
H 4.62 -4.13 0.46
H 2.84 -6.64 2.35
H 4.42 -6.44 1.68
H 5.16 -5.42 6.12
F -5.62 2.09 -3.17
C -6.11 2.12 -4.42
F -5.06 2.24 -5.26
C -7.08 3.28 -4.65
F -6.44 4.46 -4.52
F -7.48 3.20 -5.95
C -8.37 3.31 -3.80
O -8.40 4.16 -2.65
C -7.92 3.70 -1.43
F -7.66 2.38 -1.48
F -8.92 3.86 -0.54
C -6.72 4.52 -0.95
F -5.70 4.46 -1.83
F -6.27 4.01 0.22
H -6.60 1.16 -4.63
H -9.13 3.75 -4.45
H -8.74 2.31 -3.58
H -6.99 5.56 -0.80
```

***

(4)
Computed, not measured: 3 unconnected molecules or ions with the total composition C38H84N7O2P2, with ωB97M-V/def2-TZVPD.

## Properties
Total charge: +1
Maximum force in eV/Å: 6.963
HOMO energy in eV: -9.25
Frontier orbital gap in eV: 6.69

```
133
C38H84N7O2P2 (ωB97M-V/def2-TZVPD)
C 0.87 -0.63 0.39
C 1.31 -2.15 0.01
C 2.51 -2.19 -1.07
C 2.28 -1.23 -2.35
C 3.30 0.03 -2.20
C 2.92 1.09 -3.35
C 2.29 2.45 -2.72
C 0.76 2.26 -2.24
C -0.16 3.41 -2.90
C -1.48 3.63 -1.98
C -2.70 4.32 -2.78
C -4.03 3.45 -2.42
C -3.95 2.07 -3.26
C -3.81 0.75 -2.30
N -4.89 -0.26 -2.58
C -4.84 -0.87 -3.96
C -3.38 -1.05 -4.57
C -2.44 -2.27 -4.28
C -1.01 -2.40 -4.91
C -0.44 -1.33 -5.88
C -1.37 -0.13 -6.21
C -2.79 0.00 -5.59
C -5.05 -1.32 -1.51
C -3.72 -2.17 -1.20
C -5.62 -0.77 -0.11
C -7.09 -0.13 -0.18
C -7.49 0.25 1.37
H 0.59 -0.01 -0.53
H -0.06 -0.72 1.07
H 1.72 -0.11 0.95
H 1.70 -2.65 0.96
H 0.43 -2.74 -0.42
H 3.53 -1.91 -0.62
H 2.61 -3.26 -1.47
H 2.52 -1.84 -3.29
H 1.18 -0.89 -2.40
H 4.36 -0.36 -2.36
H 3.17 0.46 -1.15
H 3.87 1.37 -3.93
H 2.15 0.60 -4.05
H 2.28 3.26 -3.55
H 2.93 2.78 -1.83
H 0.38 1.24 -2.59
H 0.70 2.35 -1.09
H -0.50 3.03 -3.94
H 0.40 4.41 -3.03
H -1.24 4.28 -1.07
H -1.80 2.58 -1.61
H -2.44 4.22 -3.90
H -2.83 5.43 -2.56
H -4.93 4.03 -2.84
H -4.07 3.30 -1.29
H -2.94 2.11 -3.83
H -4.83 1.97 -4.00
H -4.00 1.16 -1.23
H -2.76 0.33 -2.27
H -5.78 0.29 -2.54
H -5.44 -1.85 -4.05
H -5.40 -0.13 -4.65
H -2.76 -3.11 -3.59
H -0.38 -3.32 -4.62
H 0.61 -1.47 -6.28
H -1.01 0.69 -6.94
H -3.43 0.90 -5.88
H -5.83 -2.06 -1.91
H -3.84 -3.24 -1.62
H -3.65 -2.32 -0.05
H -2.75 -1.72 -1.57
H -5.67 -1.67 0.62
H -4.84 -0.06 0.35
H -7.87 -0.86 -0.57
H -7.05 0.87 -0.73
H -8.55 -0.08 1.62
H -6.79 -0.38 2.05
H -7.26 1.34 1.61
O -4.74 -0.51 4.71
P -3.84 0.24 5.71
N -5.03 0.35 6.92
C -6.22 1.17 6.88
C -5.29 -0.91 7.63
N -3.63 1.62 4.72
C -4.17 2.95 4.93
C -3.62 1.37 3.27
N -2.74 1.06 6.86
C -1.62 0.17 7.22
C -3.11 1.82 8.05
H -6.62 1.31 7.89
H -7.01 0.74 6.26
H -6.02 2.18 6.52
H -4.54 -1.05 8.41
H -5.25 -1.77 6.96
H -6.27 -0.93 8.12
H -5.25 2.99 4.72
H -3.69 3.68 4.27
H -3.98 3.33 5.93
H -4.63 1.28 2.88
H -3.07 0.45 3.05
H -3.11 2.17 2.73
H -1.95 -0.62 7.90
H -0.80 0.72 7.68
H -1.22 -0.31 6.32
H -3.43 1.18 8.88
H -3.91 2.54 7.86
H -2.25 2.41 8.39
O 6.44 -2.01 -0.32
P 7.96 -2.28 -0.23
N 8.36 -0.69 0.25
C 8.29 0.49 -0.59
C 8.03 -0.38 1.64
N 8.14 -2.65 -1.90
C 8.81 -1.85 -2.90
C 6.99 -3.29 -2.54
N 9.70 -2.66 -0.09
C 9.92 -3.66 0.96
C 10.81 -1.71 -0.06
H 8.92 1.28 -0.16
H 7.27 0.87 -0.69
H 8.70 0.33 -1.58
H 8.82 -0.76 2.30
H 7.08 -0.83 1.95
H 7.95 0.70 1.82
H 8.23 -0.97 -3.18
H 8.97 -2.43 -3.82
H 9.81 -1.55 -2.60
H 6.22 -2.56 -2.82
H 6.53 -4.03 -1.87
H 7.29 -3.84 -3.44
H 9.81 -3.22 1.96
H 10.91 -4.12 0.89
H 9.19 -4.47 0.87
H 10.89 -1.20 0.91
H 10.75 -0.96 -0.84
H 11.75 -2.24 -0.23
```

***

(5)
Computed, not measured: a molecular structure, C24H24F6O14Zr, with ωB97M-V/def2-TZVPD.

## Properties
Total charge: -2
Energy above the lowest of the compared OMol25 structures with the same formula, charge and spin in eV: 5.4678
Maximum force in eV/Å: 8.133
HOMO energy in eV: -1.37
Frontier orbital gap in eV: 5.35

```
69
C24H24F6O14Zr (ωB97M-V/def2-TZVPD)
Zr -0.08 0.15 -1.07
C -3.22 -1.66 1.44
C -2.52 -1.04 0.27
C -2.20 -1.91 -0.99
O -1.20 -1.56 -1.58
C -3.01 -3.08 -1.21
C -3.70 -3.60 -0.12
C -3.78 -2.85 1.22
O -4.07 -3.46 2.34
O -4.49 -4.54 -0.46
O -1.75 -0.04 0.30
H -3.27 -1.15 2.39
H -2.97 -3.50 -2.21
C -0.04 -1.30 4.28
C -0.72 -2.50 4.17
C -0.77 -3.29 2.81
O -1.48 -4.35 2.92
C -0.02 -2.73 1.63
C 0.60 -1.48 1.83
C 0.68 -0.83 3.20
O 1.05 0.42 3.29
O 1.00 -0.86 0.77
O -1.56 -2.96 4.90
H -0.13 -0.69 5.18
H -0.06 -3.30 0.72
C 2.64 3.30 -2.55
C 2.91 1.90 -1.92
O 1.69 1.30 -1.56
H 3.52 3.58 -3.13
H 2.44 4.12 -1.86
H 1.76 3.23 -3.18
H 3.51 2.04 -1.02
H 3.54 1.30 -2.58
C -2.56 3.56 -2.38
C -1.38 2.67 -2.80
O -1.48 1.37 -2.27
H -2.46 4.59 -2.73
H -2.81 3.61 -1.32
H -3.44 3.14 -2.87
H -0.45 3.14 -2.49
H -1.30 2.62 -3.88
C 4.24 -2.12 0.51
C 3.48 -3.20 -0.24
O 3.52 -3.03 -1.70
C 2.68 -2.17 -2.41
O 1.63 -1.67 -1.96
C 3.01 -2.12 -3.96
F 4.14 -2.70 -4.24
F 2.08 -2.84 -4.59
F 2.79 -0.85 -4.30
H 4.23 -2.30 1.58
H 3.68 -1.19 0.39
H 5.25 -2.08 0.09
H 2.45 -3.34 0.08
H 3.92 -4.16 0.03
C -3.20 2.45 1.79
C -1.93 2.16 2.61
O -0.87 3.02 2.34
C -0.09 2.96 1.24
O -0.11 2.00 0.42
C 1.09 3.96 1.11
F 2.32 3.38 1.02
F 0.87 4.75 -0.01
F 1.07 4.79 2.10
H -3.55 3.48 1.85
H -4.06 1.80 1.98
H -3.10 2.21 0.73
H -1.67 1.11 2.45
H -2.26 2.31 3.64
```

***

(6)
Computed, not measured: C3H4O2 in the gas phase, with ωB97M-V/def2-TZVPD.

## Properties
Energy above the lowest of the compared OMol25 structures with the same formula, charge and spin in eV: 3.3501
Maximum force in eV/Å: 1.693
HOMO energy in eV: -9.99
Frontier orbital gap in eV: 9.95
SMILES: O=C1COC1

```
9
C3H4O2 (ωB97M-V/def2-TZVPD)
O -0.78 -1.50 -0.97
C -0.37 -0.67 -0.20
C -0.96 0.63 0.14
O 0.63 0.95 -0.56
C 1.07 -0.27 0.06
H -0.71 1.15 1.05
H -2.04 0.76 -0.12
H 1.76 -0.92 -0.49
H 1.38 -0.13 1.11
```